ORCA calculation (ωB97M-V/def2-TZVPD) on a 12-piece molecular cluster, C34H74N6O24S4 overall in a non-equilibrium geometry.

Last column: Löwdin charge in e.
Element x y z (Å)
O -6.392008 -0.242236 5.013136  -0.230
S -5.180875 0.360878 4.536767  0.663
O -4.600227 1.472287 5.231845  -0.235
O -4.055828 -0.808931 4.232366  -0.225
C -4.091979 -1.178485 2.834546  -0.153
C -5.284612 -0.432076 2.196054  -0.165
O -5.412077 0.742108 2.989062  -0.188
H -3.117577 -0.919398 2.431613  0.105
H -4.398236 -2.225311 2.863970  0.132
H -6.199238 -1.020538 2.132617  0.132
H -5.029109 -0.071803 1.200767  0.130
O 3.902670 1.113761 5.674209  -0.223
S 4.091046 0.730881 4.307364  0.627
O 4.335641 -0.658555 4.029812  -0.237
O 2.904569 1.172704 3.311310  -0.195
C 3.284149 2.323826 2.578639  -0.202
C 4.812466 2.306976 2.451174  -0.154
O 5.217905 1.679335 3.662749  -0.174
H 2.883380 2.285076 1.564580  0.087
H 2.943129 3.248806 3.040596  0.130
H 5.077247 3.361560 2.368326  0.135
H 5.176097 1.823477 1.546817  0.118
O 3.402249 0.451034 0.440682  -0.236
S 3.287110 -0.939080 0.084121  0.671
O 2.167675 -1.628480 0.634485  -0.217
O 3.204320 -1.070244 -1.539391  -0.185
C 4.346113 -1.591145 -2.141427  -0.194
C 5.408849 -1.682272 -1.037232  -0.140
O 4.648866 -1.820176 0.172630  -0.175
H 4.168187 -2.543207 -2.646539  0.131
H 4.737783 -0.926787 -2.916045  0.134
H 5.931061 -0.724234 -1.011292  0.130
H 6.146919 -2.461056 -1.191748  0.138
O -0.818687 0.198583 -3.647580  -0.250
S -1.027359 0.203314 -5.062149  0.643
O -1.663896 1.338819 -5.693425  -0.229
O 0.314653 -0.123197 -5.896531  -0.185
C 0.378108 -1.496469 -6.247897  -0.167
C -1.079414 -1.853148 -6.534181  -0.125
O -1.786725 -1.173956 -5.463370  -0.217
H 0.968115 -1.563812 -7.164221  0.136
H 0.899448 -2.129211 -5.531178  0.113
H -1.226625 -2.906900 -6.298414  0.119
H -1.489798 -1.505883 -7.476339  0.136
C -2.529082 -6.033927 -2.128811  -0.047
N -1.750898 -4.815496 -2.034612  0.024
C -1.257834 -4.157118 -3.092426  -0.540
C -0.182240 -3.112737 -2.853295  0.027
O -1.743242 -4.201633 -4.223758  0.006
H -1.901213 -6.907229 -1.958737  0.086
H -3.034299 -6.072559 -3.091430  0.082
H -3.346253 -6.040918 -1.407224  0.086
H -1.331403 -4.605552 -1.141005  0.079
H 0.190585 -3.150713 -1.828163  0.075
H -0.669706 -2.139926 -2.945929  0.061
H 0.494104 -3.201951 -3.696893  0.072
C -2.125892 4.291253 6.766654  -0.064
N -2.505725 3.810418 5.434082  0.017
C -1.729052 3.220983 4.511512  -0.555
C -0.257326 3.546620 4.542079  0.010
O -2.216519 2.565988 3.597088  0.030
H -1.470783 5.156305 6.698745  0.075
H -1.679756 3.472570 7.332390  0.088
H -3.053327 4.578636 7.254659  0.085
H -3.479708 3.542582 5.370206  0.113
H 0.028136 4.354750 5.213224  0.068
H 0.043013 3.824847 3.533819  0.072
H 0.274827 2.652119 4.877401  0.087
C 3.589852 2.741047 -1.904783  -0.051
N 4.087611 4.073160 -2.243922  0.008
C 5.387298 4.427835 -2.245706  -0.557
C 5.798513 5.746958 -2.829076  -0.001
O 6.234739 3.611435 -1.882013  0.015
H 2.989189 2.914835 -1.007569  0.076
H 4.437533 2.082862 -1.767872  0.073
H 2.857714 2.365654 -2.619639  0.069
H 3.373298 4.783398 -2.275083  0.128
H 5.886686 6.403231 -1.954070  0.089
H 5.072066 6.142813 -3.534970  0.076
H 6.801654 5.746679 -3.241809  0.085
C 0.668248 7.228943 -5.773591  -0.053
N 0.573659 6.139109 -4.794723  -0.002
C 0.716241 4.838777 -5.088446  -0.566
C 0.518043 3.856134 -3.940335  -0.002
O 0.934076 4.431365 -6.217812  0.044
H 1.172211 8.107654 -5.377628  0.078
H -0.368574 7.432591 -6.036222  0.086
H 1.268419 6.895944 -6.615887  0.081
H 0.470278 6.413013 -3.833616  0.125
H 0.699936 4.213623 -2.926209  0.064
H 1.235987 3.059378 -4.131033  0.071
H -0.494394 3.466813 -4.043017  0.083
C 1.554782 -5.486227 0.156304  -0.046
N 0.918347 -4.545659 1.070399  0.019
C -0.403574 -4.595190 1.356984  -0.541
C -0.877815 -3.626506 2.401493  0.023
O -1.165313 -5.396772 0.830226  0.025
H 1.863875 -6.386251 0.683255  0.089
H 2.477241 -5.015935 -0.190769  0.079
H 0.892624 -5.591887 -0.698626  0.074
H 1.422952 -3.788915 1.498592  0.104
H -0.202447 -2.793735 2.601399  0.051
H -1.052357 -4.143914 3.346000  0.102
H -1.838846 -3.234930 2.065994  0.077
C -4.988023 -3.237148 -4.219764  -0.049
N -4.384341 -2.701387 -3.001475  0.015
C -4.715716 -3.149075 -1.779442  -0.558
C -3.865297 -2.594209 -0.636591  0.020
O -5.551935 -4.017723 -1.564361  0.030
H -6.066327 -3.331489 -4.149619  0.084
H -4.527572 -4.191168 -4.469399  0.075
H -4.724454 -2.480403 -4.959244  0.081
H -3.604085 -2.070295 -3.030037  0.116
H -4.459118 -2.537331 0.273688  0.069
H -3.618912 -1.598878 -1.014388  0.072
H -3.005121 -3.210323 -0.392732  0.063
C 0.352644 -1.050430 4.570340  -0.176
C -1.090204 -1.043666 5.061646  -0.138
C -1.070041 -2.147803 6.159739  -0.175
O 0.266101 -2.658830 6.279747  -0.127
C 0.990530 -2.327299 5.076817  -0.173
H 0.910903 -0.179217 4.912933  0.103
H 0.271192 -0.999828 3.480856  0.071
H -1.758217 -1.260075 4.237776  0.071
H -1.293469 -0.061163 5.483022  0.109
H -1.762229 -2.957663 5.910494  0.109
H -1.467475 -1.739646 7.089336  0.113
H 0.902753 -3.128680 4.342321  0.097
H 1.998541 -2.058898 5.383507  0.117
C -0.609007 1.968221 -0.487056  -0.112
C 0.010657 1.699794 0.894732  -0.153
C -0.720464 0.492570 1.394724  -0.222
O -1.676466 0.091611 0.434478  -0.139
C -1.196656 0.575400 -0.828033  -0.189
H 0.266726 2.170344 -1.108293  0.092
H -1.328992 2.779759 -0.449575  0.116
H -0.072646 2.578333 1.538312  0.099
H 1.081830 1.505282 0.822515  0.075
H -1.147327 0.593932 2.395110  0.102
H 0.013967 -0.316954 1.530076  0.092
H -1.982975 0.495335 -1.574042  0.100
H -0.428376 -0.112429 -1.205217  0.105

Forces on the atoms, in the same order (eV/Å):
O 0.93 0.18 0.02
S 0.12 -0.35 -0.62
O -0.41 -1.08 -0.55
O -1.33 1.61 0.51
C -1.18 -0.53 0.59
C 1.05 0.41 -0.50
O -0.08 0.37 0.98
H -0.11 -0.24 -0.38
H 0.87 -0.19 -0.45
H -0.05 0.06 0.41
H 0.01 -0.12 -0.01
O -0.12 0.19 -1.12
S 0.17 -1.10 -0.07
O -0.02 1.10 0.06
O 0.28 0.08 0.64
C 0.24 0.59 -1.34
C -1.32 0.53 -0.15
O 0.40 -0.14 0.37
H -0.32 -0.22 0.38
H -0.08 -0.15 0.43
H 0.71 -0.14 0.61
H 0.01 -0.51 0.32
O 0.87 -1.42 -0.58
S -0.39 -0.01 -1.18
O 0.84 -0.32 0.01
O -0.99 0.69 0.96
C 1.65 -0.46 -0.75
C -0.34 1.19 -0.51
O -0.74 0.39 0.75
H -0.43 -0.11 0.41
H -0.33 0.22 0.08
H 0.14 -0.03 0.22
H -0.30 -0.37 0.46
O 0.14 -0.03 -0.71
S -1.08 0.33 -1.54
O 0.92 -1.40 0.97
O -0.06 0.64 1.02
C -0.05 -0.19 -1.66
C 0.20 -0.62 1.56
O 0.40 1.05 0.42
H -0.05 0.20 -0.01
H -0.45 0.21 0.48
H -0.31 -0.05 -0.46
H 0.27 -0.09 -0.19
C -0.74 0.13 0.05
N 0.59 -0.17 0.16
C -0.82 1.25 -0.77
C -1.07 -0.09 0.53
O 0.27 -0.73 -0.08
H -0.02 -0.06 -0.12
H 0.37 -0.04 -0.18
H 0.21 0.13 0.24
H -0.01 -0.42 0.09
H 0.72 -0.10 -0.29
H -0.01 0.01 -0.10
H 0.57 -0.05 0.46
C -0.13 -0.44 -0.68
N -0.89 0.23 0.90
C -0.07 0.39 -0.92
C 0.28 -0.23 0.34
O 0.39 -0.04 0.18
H 0.09 -0.04 0.16
H 0.20 0.24 0.22
H 0.10 0.12 0.12
H 0.14 -0.18 -0.22
H -0.19 0.02 0.07
H 0.06 -0.23 -0.02
H 0.15 0.02 -0.25
C -0.42 1.14 0.64
N -1.09 0.30 -0.48
C 1.40 -1.83 -0.53
C -0.38 0.72 1.01
O -0.12 0.44 0.00
H 0.30 -0.77 0.40
H -0.12 -0.12 0.20
H 0.40 0.01 -0.45
H 0.22 0.14 -0.37
H -0.21 0.33 -0.25
H 0.03 0.10 0.03
H -0.07 -0.52 -0.18
C -0.27 -0.84 0.23
N 0.62 1.27 0.50
C 0.01 -0.70 -0.18
C 0.41 -0.06 -0.45
O 0.03 0.14 0.15
H -0.21 -0.03 0.35
H 0.25 0.53 -0.58
H -0.33 -0.16 -0.18
H -0.12 -0.18 0.03
H -0.22 0.33 -0.07
H -0.22 -0.20 0.00
H 0.03 -0.15 0.19
C 0.42 1.27 0.32
N -0.37 0.04 0.21
C 0.33 -0.25 0.14
C -0.41 0.38 0.05
O 0.00 0.05 -0.19
H -0.46 -0.35 -0.31
H -0.04 0.02 -0.09
H 0.07 -0.70 0.04
H 0.34 -0.08 -0.15
H 0.00 -0.12 -0.24
H 0.02 -0.14 -0.08
H 0.01 0.05 0.06
C 0.97 0.77 0.13
N -0.64 -0.08 0.30
C 0.39 -1.56 1.26
C -0.78 0.67 -0.73
O -0.17 0.31 -0.43
H -0.01 0.03 0.26
H -0.09 -0.05 -0.13
H -0.23 -0.36 -0.42
H 0.01 0.00 -0.50
H -0.17 0.13 -0.14
H 0.65 0.15 0.83
H 0.14 0.03 -0.38
C -0.24 0.38 -1.02
C 0.86 -0.41 0.92
C -0.65 0.11 -0.54
O -0.40 0.50 -0.27
C -0.51 0.76 0.83
H -0.04 -0.01 0.02
H 0.72 0.04 0.08
H -0.21 -0.02 0.19
H -0.49 -0.07 -0.08
H 0.10 -0.15 -0.20
H 0.61 -0.10 0.33
H 0.40 -0.17 0.18
H 0.29 -0.78 -0.20
C 1.00 -1.06 -0.21
C 0.09 1.10 0.05
C 0.64 -1.47 1.24
O -0.39 0.31 -0.29
C 0.07 0.04 0.49
H -0.56 0.43 -0.60
H -0.10 -0.08 -0.25
H -0.29 -0.14 0.11
H -0.11 -0.18 -0.20
H -0.55 0.37 -0.30
H -0.03 -0.09 -0.30
H -0.28 0.46 0.25
H 0.31 0.21 0.19

Computed properties:
HOMO level   -9.18 eV
Strongest force on any atom   2.368 eV Å⁻¹
E_LUMO   -0.2 eV